(1)
The following is a quantum chemistry calculation of a single C21H28FN3O2S molecule at a distorted geometry, from the Open Molecules 2025 dataset.

Bonds (Å) are listed after each position.
Atoms and positions in Å:
1 C -0.84 -3.10 1.82  H2 1.088, H3 1.088, H4 1.087, C5 1.530
2 H -1.86 -2.93 2.17  C1 1.088
3 H -0.26 -2.19 1.99  C1 1.088
4 H -0.40 -3.90 2.42  C1 1.087
5 C -0.83 -3.49 0.34  C1 1.530, C6 1.522, C33 1.527, C53 1.529
6 C 0.59 -3.76 -0.13  C5 1.522, C7 1.512, H51 1.091, H52 1.094
7 C 1.48 -2.56 0.05  C6 1.512, O8 1.234, C9 1.452
8 O 2.62 -2.77 0.47  C7 1.234
9 C 0.96 -1.26 -0.33  C7 1.452, C10 1.409, C36 1.464
10 C -0.41 -1.17 -0.64  C9 1.409, N11 1.320, C33 1.503
11 N -0.96 -0.05 -1.08  C10 1.320, C12 1.438, H32 1.043
12 C -2.32 0.16 -1.50  N11 1.438, H13 1.097, C14 1.544, H31 1.096
13 H -2.53 -0.44 -2.39  C12 1.097
14 C -2.57 1.65 -1.82  C12 1.544, N15 1.442, H29 1.094, H30 1.093
15 N -2.91 2.51 -0.71  C14 1.442, C16 1.450, C21 1.452
16 C -4.20 2.26 -0.10  N15 1.450, C17 1.531, H27 1.092, H28 1.105
17 C -4.53 3.42 0.83  C16 1.531, H18 1.092, O19 1.406, H26 1.100
18 H -5.48 3.26 1.35  C17 1.092
19 O -3.55 3.56 1.83  C17 1.406, C20 1.410
20 C -2.28 3.77 1.26  O19 1.410, C21 1.529, H24 1.091, H25 1.100
21 C -1.89 2.62 0.32  N15 1.452, C20 1.529, H22 1.091, H23 1.103
22 H -0.93 2.85 -0.14  C21 1.091
23 H -1.80 1.70 0.92  C21 1.103
24 H -1.57 3.85 2.09  C20 1.091
25 H -2.28 4.71 0.69  C20 1.100
26 H -4.59 4.35 0.24  C17 1.100
27 H -4.96 2.20 -0.89  C16 1.092
28 H -4.22 1.32 0.49  C16 1.105
29 H -1.68 2.06 -2.29  C14 1.094
30 H -3.40 1.71 -2.53  C14 1.093
31 H -3.03 -0.16 -0.72  C12 1.096
32 H -0.30 0.75 -1.16  N11 1.043
33 C -1.35 -2.33 -0.51  C5 1.527, C10 1.503, H34 1.092, H35 1.096
34 H -2.30 -1.98 -0.09  C33 1.092
35 H -1.56 -2.70 -1.52  C33 1.096
36 C 1.87 -0.11 -0.38  C9 1.464, N37 1.341, S50 1.685
37 N 3.14 -0.34 -0.04  C36 1.341, C38 1.391, H49 1.034
38 C 4.27 0.48 -0.02  N37 1.391, C39 1.398, C43 1.394
39 C 5.25 0.16 0.91  C38 1.398, C40 1.379, H48 1.080
40 C 6.42 0.89 0.99  C39 1.379, C41 1.384, H47 1.078
41 C 6.60 1.95 0.12  C40 1.384, C42 1.381, F46 1.352
42 C 5.65 2.27 -0.83  C41 1.381, C43 1.382, H45 1.078
43 C 4.49 1.53 -0.91  C38 1.394, C42 1.382, H44 1.076
44 H 3.76 1.78 -1.66  C43 1.076
45 H 5.83 3.09 -1.51  C42 1.078
46 F 7.74 2.68 0.19  C41 1.352
47 H 7.18 0.65 1.72  C40 1.078
48 H 5.10 -0.68 1.58  C39 1.080
49 H 3.30 -1.30 0.33  N37 1.034
50 S 1.42 1.46 -0.80  C36 1.685
51 H 1.04 -4.59 0.41  C6 1.091
52 H 0.58 -4.02 -1.19  C6 1.094
53 C -1.71 -4.72 0.14  C5 1.529, H54 1.088, H55 1.087, H56 1.088
54 H -1.70 -5.04 -0.91  C53 1.088
55 H -1.35 -5.55 0.75  C53 1.087
56 H -2.74 -4.51 0.42  C53 1.088

The HOMO energy is -7.9378 eV. As for the spin multiplicity: 1. For the HOMO-LUMO gap, the calculation gives 8.34 eV. The energy above the lowest of the compared OMol25 structures with the same formula, charge and spin comes out at 19.2 kcal per mole. The SMILES is CC1(C)CC(=O)C(C(=S)Nc2ccc(F)cc2)=C(NCCN2CCOCC2)C1.



(2)
The following is a quantum chemistry calculation of 4 unconnected molecules or ions with the total composition C27H61NO13P at a distorted geometry, from the Open Molecules 2025 dataset.

Bonds (Å) are listed after each position.
Atoms and positions in Å:
1 C 1.11 1.20 1.81  C2 1.574, H16 1.099, H17 1.106, H18 1.098
2 C 0.81 1.81 0.39  C1 1.574, C3 1.577, C4 1.557, N14 1.476
3 C 2.20 2.43 -0.02  C2 1.577, H19 1.111, H20 1.097, H21 1.098
4 C 0.53 0.72 -0.68  C2 1.557, C5 1.562, H22 1.107, H23 1.105
5 C -0.96 0.30 -0.89  C4 1.562, O6 1.434, P7 1.890, C10 1.563
6 O -1.05 -0.21 -2.22  C5 1.434, H24 0.966
7 P -1.56 -1.13 0.20  C5 1.890, O8 1.686, O9 1.688
8 O -0.51 -1.41 1.48  P7 1.686, H25 0.963
9 O -3.12 -0.81 0.74  P7 1.688, H26 0.962
10 C -1.87 1.57 -0.86  C5 1.563, C11 1.556, H27 1.109, H28 1.102
11 C -1.56 2.54 0.32  C10 1.556, C12 1.561, C13 1.575, N14 1.470
12 C -2.18 2.02 1.65  C11 1.561, H29 1.101, H30 1.104, H31 1.105
13 C -2.36 3.86 0.01  C11 1.575, H32 1.095, H33 1.099, H34 1.107
14 N -0.14 2.93 0.42  C2 1.476, C11 1.470, O15 1.285
15 O 0.17 3.88 -0.39  N14 1.285
16 H 0.23 1.18 2.47  C1 1.099
17 H 1.84 1.86 2.31  C1 1.106
18 H 1.59 0.23 1.68  C1 1.098
19 H 2.97 1.66 0.20  C3 1.111
20 H 2.44 3.32 0.59  C3 1.097
21 H 2.26 2.62 -1.10  C3 1.098
22 H 0.87 1.12 -1.65  C4 1.107
23 H 1.11 -0.20 -0.51  C4 1.105
24 H -1.36 -1.12 -2.15  O6 0.966
25 H -0.76 -0.90 2.26  O8 0.963
26 H -3.17 -0.70 1.69  O9 0.962
27 H -1.65 2.13 -1.79  C10 1.109
28 H -2.94 1.32 -0.92  C10 1.102
29 H -1.79 1.04 1.97  C12 1.101
30 H -2.13 2.77 2.45  C12 1.104
31 H -3.25 1.87 1.44  C12 1.105
32 H -2.26 4.16 -1.04  C13 1.095
33 H -2.08 4.65 0.72  C13 1.099
34 H -3.42 3.61 0.22  C13 1.107
35 C 3.96 -2.99 -0.73  O36 1.412, H44 1.096, H45 1.089, H46 1.096
36 O 3.86 -2.69 -2.10  C35 1.412, C37 1.422
37 C 3.02 -1.56 -2.34  O36 1.422, C38 1.518, H47 1.096, H48 1.098
38 C 3.35 -0.93 -3.68  C37 1.518, O39 1.424, H49 1.093, H50 1.090
39 O 4.51 -0.12 -3.66  C38 1.424, C40 1.424
40 C 5.76 -0.80 -3.61  O39 1.424, C41 1.518, H51 1.090, H52 1.093
41 C 6.14 -1.45 -4.93  C40 1.518, O42 1.421, H53 1.098, H54 1.095
42 O 5.45 -2.68 -5.10  C41 1.421, C43 1.412
43 C 5.37 -3.06 -6.46  O42 1.412, H55 1.096, H56 1.089, H57 1.095
44 H 2.97 -3.24 -0.31  C35 1.096
45 H 4.62 -3.85 -0.62  C35 1.089
46 H 4.39 -2.15 -0.18  C35 1.096
47 H 3.16 -0.82 -1.55  C37 1.096
48 H 1.98 -1.91 -2.34  C37 1.098
49 H 2.53 -0.25 -3.93  C38 1.093
50 H 3.40 -1.68 -4.47  C38 1.090
51 H 5.79 -1.52 -2.79  C40 1.090
52 H 6.50 -0.03 -3.40  C40 1.093
53 H 7.22 -1.66 -4.94  C41 1.098
54 H 5.90 -0.76 -5.76  C41 1.095
55 H 4.82 -2.31 -7.04  C43 1.096
56 H 4.82 -4.00 -6.51  C43 1.089
57 H 6.36 -3.20 -6.89  C43 1.095
58 C -1.06 -4.68 -1.37  O59 1.411, H67 1.095, H68 1.089, H69 1.095
59 O -0.20 -5.75 -1.68  C58 1.411, C60 1.419
60 C 1.09 -5.58 -1.10  O59 1.419, C61 1.518, H70 1.096, H71 1.098
61 C 1.80 -6.91 -0.98  C60 1.518, O62 1.424, H72 1.093, H73 1.090
62 O 1.36 -7.70 0.12  C61 1.424, C63 1.424
63 C 0.09 -8.33 -0.03  O62 1.424, C64 1.518, H74 1.090, H75 1.093
64 C 0.11 -9.52 -0.97  C63 1.518, O65 1.421, H76 1.098, H77 1.095
65 O 0.06 -9.08 -2.32  C64 1.421, C66 1.411
66 C 0.57 -10.05 -3.21  O65 1.411, H78 1.096, H79 1.089, H80 1.095
67 H -0.66 -3.74 -1.76  C58 1.095
68 H -2.02 -4.88 -1.83  C58 1.089
69 H -1.20 -4.61 -0.28  C58 1.095
70 H 0.99 -5.13 -0.10  C60 1.096
71 H 1.66 -4.91 -1.75  C60 1.098
72 H 2.86 -6.71 -0.78  C61 1.093
73 H 1.76 -7.48 -1.92  C61 1.090
74 H -0.68 -7.61 -0.30  C63 1.090
75 H -0.16 -8.70 0.97  C63 1.093
76 H -0.78 -10.14 -0.79  C64 1.098
77 H 1.01 -10.11 -0.79  C64 1.095
78 H 1.62 -10.27 -2.99  C66 1.096
79 H 0.52 -9.64 -4.22  C66 1.089
80 H -0.02 -10.97 -3.17  C66 1.095
81 C -7.01 7.54 5.50  O82 1.412, H90 1.095, H91 1.089, H92 1.095
82 O -5.63 7.24 5.46  C81 1.412, C83 1.420
83 C -5.40 5.85 5.23  O82 1.420, C84 1.518, H93 1.095, H94 1.098
84 C -4.01 5.63 4.67  C83 1.518, O85 1.423, H95 1.093, H96 1.090
85 O -3.90 5.91 3.28  C84 1.423, C86 1.425
86 C -3.89 7.29 2.92  O85 1.425, C87 1.518, H97 1.090, H98 1.093
87 C -2.59 7.99 3.25  C86 1.518, O88 1.421, H99 1.097, H100 1.095
88 O -2.54 8.34 4.63  C87 1.421, C89 1.412
89 C -1.22 8.52 5.09  O88 1.412, H101 1.096, H102 1.089, H103 1.095
90 H -7.50 7.02 6.32  C81 1.095
91 H -7.11 8.62 5.66  C81 1.089
92 H -7.49 7.29 4.55  C81 1.095
93 H -6.14 5.45 4.54  C83 1.095
94 H -5.49 5.34 6.20  C83 1.098
95 H -3.78 4.56 4.76  C84 1.093
96 H -3.25 6.17 5.24  C84 1.090
97 H -4.75 7.82 3.34  C86 1.090
98 H -4.01 7.30 1.84  C86 1.093
99 H -2.52 8.92 2.67  C87 1.097
100 H -1.75 7.34 2.99  C87 1.095
101 H -0.64 7.59 4.97  C89 1.096
102 H -1.26 8.76 6.15  C89 1.089
103 H -0.73 9.34 4.55  C89 1.095

The HOMO energy (alpha / beta) is -8.6275 / -8.6954 eV. As for the spin multiplicity: 2. For the HOMO-LUMO gap (alpha / beta), the calculation gives 8.78 / 8.77 eV.



(3)
The following is a quantum chemistry calculation of a single C18H16N2O3 molecule at a distorted geometry, from the Open Molecules 2025 dataset.

Bonds (Å) are listed after each position.
Atoms and positions in Å:
1 C 0.98 4.97 -1.81  H2 1.088, H3 1.087, H4 1.087, C5 1.525
2 H 0.29 5.47 -1.14  C1 1.088
3 H 0.68 5.19 -2.83  C1 1.087
4 H 1.98 5.38 -1.63  C1 1.087
5 C 0.95 3.47 -1.54  C1 1.525, C6 1.511, H38 1.096, H39 1.096
6 C 1.87 2.63 -2.40  C5 1.511, C7 1.386, C11 1.407
7 C 2.68 3.20 -3.37  C6 1.386, C8 1.386, H37 1.078
8 C 3.52 2.42 -4.15  C7 1.386, C9 1.382, H36 1.080
9 C 3.55 1.05 -3.97  C8 1.382, C10 1.382, H35 1.079
10 C 2.75 0.46 -3.01  C9 1.382, C11 1.391, H34 1.077
11 C 1.91 1.24 -2.23  C6 1.407, C10 1.391, N12 1.399
12 N 1.09 0.66 -1.25  C11 1.399, C13 1.357, H33 1.012
13 C 0.95 -0.64 -0.90  N12 1.357, O14 1.214, C15 1.487
14 O 1.53 -1.60 -1.38  C13 1.214
15 C -0.05 -0.80 0.19  C13 1.487, N16 1.316, C19 1.412
16 N -0.69 0.22 0.72  C15 1.316, O17 1.346
17 O -1.51 -0.26 1.66  N16 1.346, C18 1.347
18 C -1.39 -1.60 1.73  O17 1.347, C19 1.376, C21 1.450
19 C -0.46 -2.00 0.80  C15 1.412, C18 1.376, H20 1.068
20 H -0.10 -2.98 0.57  C19 1.068
21 C -2.19 -2.34 2.70  C18 1.450, C22 1.394, C26 1.394
22 C -2.07 -3.72 2.79  C21 1.394, C23 1.387, H32 1.081
23 C -2.83 -4.42 3.71  C22 1.387, C24 1.394, O30 1.356
24 C -3.72 -3.74 4.54  C23 1.394, C25 1.381, H29 1.078
25 C -3.84 -2.37 4.44  C24 1.381, C26 1.383, H28 1.079
26 C -3.08 -1.66 3.53  C21 1.394, C25 1.383, H27 1.078
27 H -3.17 -0.59 3.45  C26 1.078
28 H -4.53 -1.85 5.09  C25 1.079
29 H -4.31 -4.31 5.25  C24 1.078
30 O -2.75 -5.77 3.84  C23 1.356, H31 0.965
31 H -2.10 -6.13 3.21  O30 0.965
32 H -1.38 -4.25 2.15  C22 1.081
33 H 0.50 1.29 -0.72  N12 1.012
34 H 2.77 -0.61 -2.87  C10 1.077
35 H 4.20 0.43 -4.58  C9 1.079
36 H 4.14 2.89 -4.90  C8 1.080
37 H 2.67 4.26 -3.52  C7 1.078
38 H -0.08 3.12 -1.68  C5 1.096
39 H 1.21 3.31 -0.49  C5 1.096

The HOMO energy is -8.3845 eV. As for the spin multiplicity: 1. For the HOMO-LUMO gap, the calculation gives 8.46 eV. The energy above the lowest of the compared OMol25 structures with the same formula, charge and spin comes out at 51.3 kcal per mole. The SMILES is CCc1ccccc1NC(=O)c1cc(-c2cccc(O)c2)on1.



(4)
The following is a quantum chemistry calculation of a gas-phase ion, C6H10N (charge +1) at a distorted geometry, from the Open Molecules 2025 dataset.

Bonds (Å) are listed after each position.
Atoms and positions in Å:
1 C -0.36 0.18 -0.19  C2 1.369, C4 1.582, C5 1.382
2 C -0.53 -0.31 -1.45  C1 1.369, H8 1.042, H9 0.986
3 C 2.86 1.27 -0.69  N7 1.275, H10 1.058, H11 1.051
4 C 0.64 1.38 0.08  C1 1.582, N7 1.430, H12 1.147, H13 1.061
5 C -0.76 -0.63 0.86  C1 1.382, C6 1.444, H14 1.047
6 C -1.89 -1.52 0.76  C5 1.444, H15 1.046, H16 1.036, H17 1.146
7 N 1.61 1.29 -0.96  C3 1.275, C4 1.430
8 H -0.71 -1.31 -1.68  C2 1.042
9 H -0.42 0.17 -2.30  C2 0.986
10 H 3.60 1.37 -1.44  C3 1.058
11 H 3.27 1.39 0.27  C3 1.051
12 H -0.03 2.30 0.16  C4 1.147
13 H 1.14 1.30 1.02  C4 1.061
14 H -0.25 -0.37 1.74  C5 1.047
15 H -1.95 -1.85 -0.23  C6 1.046
16 H -2.67 -0.95 1.14  C6 1.036
17 H -1.72 -2.40 1.49  C6 1.146

As for the net charge: +1. The HOMO energy (alpha / beta) is -13.7419 / -13.7414 eV. As for the spin multiplicity: 1. For the HOMO-LUMO gap (alpha / beta), the calculation gives 6.96 / 6.95 eV. The energy above the lowest of the compared OMol25 structures with the same formula, charge and spin comes out at 73.7 kcal per mole.



Question: Look up the spin multiplicity of the second one.
Answer: 2